a.
Computed, not measured: a molecular structure, C2H2N2OS2, with wB97M-V/def2-TZVPD.

Positions of all 9 atoms, in Å:
C (-0.1948, -0.6747, 0.7256)
C (0.3452, 0.5980, -0.8017)
H (0.4256, -1.7621, 2.7361)
H (-1.0343, 2.2544, -1.9962)
N (1.0287, -0.9779, 0.4325)
N (1.2778, -0.2161, -0.5957)
O (-0.6725, 0.2945, -0.0704)
S (-1.1360, -1.6191, 1.9242)
S (0.4448, 1.9922, -1.8353)

Computed properties:
charge	0
HOMO-LUMO gap	8.30	eV
LUMO energy	-0.64	eV

b.
Computed, not measured: a single C2H2N2OS2 molecule, with wB97M-V/def2-TZVPD.

Positions of all 9 atoms, in Å:
C (0.4988, -0.5712, 0.0729)
C (-0.6198, 0.3417, 0.0316)
H (1.7669, 1.2364, 0.0095)
H (-1.7204, -2.3918, 0.5346)
N (0.0811, -1.8209, 0.0021)
N (-1.2603, -1.7825, -0.1239)
O (-1.7033, -0.4593, -0.0079)
S (2.1504, -0.0216, -0.0127)
S (-0.7404, 1.9860, -0.0032)

Computed properties:
charge	0
SMILES	S=c1o[nH]nc1S
HOMO-LUMO gap	8.26	eV
LUMO energy	-0.69	eV

Most stable one: b, least stable one: a.

a.
Computed, not measured: a single C20H27N5O4 molecule, with wB97M-V/def2-TZVPD.

Positions of all 56 atoms, in Å:
C (-3.8570, 2.9772, -1.3441)
C (-4.1734, 1.6318, -0.7717)
C (-3.2209, 0.6848, -0.6005)
C (-3.5504, -0.6083, -0.0243)
N (-2.8610, -1.6331, 0.2839)
C (-1.4676, -1.7917, -0.0979)
C (-1.1611, -1.5457, -1.5797)
C (0.3172, -1.7765, -1.8800)
C (1.2066, -0.8997, -1.0099)
C (0.9208, -1.1933, 0.4645)
C (-0.5458, -0.9576, 0.8012)
C (2.6763, -1.1203, -1.3534)
N (3.5216, -0.1265, -0.7052)
C (4.3285, -0.5114, 0.3239)
O (4.3411, -1.6543, 0.7547)
C (5.2530, 0.4920, 0.9111)
C (6.0427, 1.4221, 0.3286)
O (6.8266, 2.0063, 1.2310)
N (6.5599, 1.4512, 2.4784)
C (5.6439, 0.5474, 2.2886)
C (5.1288, -0.2670, 3.4235)
C (3.1356, 1.2378, -1.0313)
C (1.6576, 1.4354, -0.7243)
O (0.8566, 0.4566, -1.3529)
N (-4.9161, -0.6772, 0.3087)
C (-5.7962, 0.3115, 0.0945)
C (-7.2331, 0.0284, 0.4669)
O (-7.3759, -1.0857, 1.3280)
N (-5.5011, 1.4570, -0.4275)
H (-2.8014, 3.0719, -1.5913)
H (-4.4530, 3.1415, -2.2430)
H (-4.1336, 3.7549, -0.6309)
H (-2.1981, 0.9103, -0.8544)
H (-1.2268, -2.8431, 0.0988)
H (-1.7725, -2.2214, -2.1829)
H (-1.4181, -0.5344, -1.8815)
H (0.5852, -2.8218, -1.6957)
H (0.5272, -1.5643, -2.9312)
H (1.1866, -2.2388, 0.6464)
H (1.5716, -0.6070, 1.1164)
H (-0.7857, 0.1031, 0.6876)
H (-0.7420, -1.2174, 1.8433)
H (3.0027, -2.1085, -1.0400)
H (2.8022, -1.0207, -2.4363)
H (6.1663, 1.7498, -0.6909)
H (5.3389, -1.3206, 3.2490)
H (5.5952, 0.0584, 4.3505)
H (4.0467, -0.1630, 3.5083)
H (3.7218, 1.9480, -0.4556)
H (3.3158, 1.4123, -2.0968)
H (1.5047, 1.4281, 0.3618)
H (1.3223, 2.3999, -1.1070)
H (-5.2398, -1.5417, 0.7221)
H (-7.6613, 0.9419, 0.8810)
H (-7.7778, -0.2063, -0.4485)
H (-7.2344, -0.8018, 2.2363)

Computed properties:
charge	0
SMILES	Cc1c/c(=N\[C@H]2CC[C@@]3(CC2)CN(C(=O)c2conc2C)CCO3)[nH]c(CO)n1
HOMO-LUMO gap	8.60	eV
LUMO energy	0.55	eV

b.
Computed, not measured: a single C20H27N5O4 molecule, with wB97M-V/def2-TZVPD.

Positions of all 56 atoms, in Å:
C (-0.2875, 5.0232, -1.6360)
C (-0.7249, 3.8367, -0.8376)
C (0.1392, 2.8684, -0.4526)
C (-0.3219, 1.7169, 0.2974)
N (0.2687, 0.6742, 0.7256)
C (1.7169, 0.5740, 0.7843)
C (2.4157, 1.7556, 1.4659)
C (3.9254, 1.5392, 1.5431)
C (4.2866, 0.2408, 2.2499)
C (3.5851, -0.9298, 1.5572)
C (2.0776, -0.7233, 1.5003)
C (5.8007, 0.0530, 2.2753)
N (6.1761, -1.0511, 3.1486)
C (6.6504, -2.2023, 2.5948)
O (6.7364, -2.3621, 1.3866)
C (7.1170, -3.2841, 3.4998)
C (7.8666, -3.2419, 4.6242)
O (8.1772, -4.4706, 5.0297)
N (7.6159, -5.3862, 4.1453)
C (7.0041, -4.6877, 3.2345)
C (6.2997, -5.3553, 2.1055)
C (5.6736, -0.8910, 4.5051)
C (4.1696, -0.6569, 4.4664)
O (3.8284, 0.4076, 3.6046)
N (-1.7139, 1.7562, 0.4859)
C (-2.5051, 2.7667, 0.0796)
C (-3.9824, 2.6346, 0.3485)
O (-4.5993, 2.0873, -0.8068)
N (-2.0748, 3.8155, -0.5414)
H (0.7788, 4.9954, -1.8509)
H (-0.8446, 5.0595, -2.5730)
H (-0.5211, 5.9376, -1.0890)
H (1.1739, 2.9204, -0.7519)
H (2.1200, 0.5019, -0.2421)
H (2.2159, 2.6952, 0.9564)
H (2.0128, 1.8529, 2.4781)
H (4.3516, 1.5070, 0.5346)
H (4.3991, 2.3703, 2.0715)
H (3.9946, -1.0031, 0.5451)
H (3.8323, -1.8764, 2.0416)
H (1.6585, -0.6824, 2.5096)
H (1.5951, -1.5564, 0.9866)
H (6.1841, -0.1501, 1.2789)
H (6.2609, 0.9669, 2.6647)
H (8.2614, -2.4324, 5.2164)
H (6.7517, -5.0600, 1.1604)
H (6.3549, -6.4349, 2.2249)
H (5.2538, -5.0489, 2.0731)
H (5.8866, -1.7760, 5.0973)
H (6.1675, -0.0297, 4.9661)
H (3.6617, -1.5818, 4.1683)
H (3.8091, -0.3779, 5.4568)
H (-2.1042, 0.9507, 0.9534)
H (-4.1577, 1.9790, 1.2080)
H (-4.3593, 3.6299, 0.5806)
H (-5.4072, 2.5714, -0.9924)

Computed properties:
charge	0
SMILES	Cc1c/c(=N\[C@H]2CC[C@@]3(CC2)CN(C(=O)c2conc2C)CCO3)[nH]c(CO)n1
HOMO-LUMO gap	8.73	eV
LUMO energy	0.60	eV

Most stable one: a, least stable one: b.

a.
Computed, not measured: a gas-phase ion, C8H8N3O (charge +1), with wB97M-V/def2-TZVPD.

Positions of all 20 atoms, in Å:
C (3.4174, -0.3711, -0.8307)
C (2.5795, 0.7226, -0.6074)
C (1.9985, -1.0176, 0.6067)
C (-3.2942, -0.7547, -0.4765)
C (-2.4922, 0.2214, -0.9150)
C (-2.6429, -1.3518, 0.7613)
C (-1.4518, 0.3783, 0.1054)
C (0.6051, 1.0948, 0.8343)
N (3.0236, -1.4317, -0.0423)
N (1.6248, 0.2277, 0.3780)
N (-1.6570, -0.5907, 1.1361)
O (-0.4498, 1.1504, -0.1276)
H (4.1187, -0.5989, -1.5930)
H (2.3732, 1.6139, -1.1423)
H (1.6580, -1.7274, 1.4882)
H (-4.0787, -1.2157, -1.1125)
H (-2.6806, 0.8784, -1.7127)
H (-2.9835, -2.2936, 1.2829)
H (0.8824, 2.1357, 1.0057)
H (0.0819, 0.5913, 1.7632)

Computed properties:
charge	+1
SMILES	C1=CC(OCn2ccnc2)=[N+]=C1
HOMO-LUMO gap	4.85	eV
LUMO energy	-7.49	eV

b.
Computed, not measured: 2 unconnected molecules or ions with the total composition C8H8N3O, with wB97M-V/def2-TZVPD.

Positions of all 20 atoms, in Å:
C (2.2850, 1.1528, -0.7034)
C (1.8079, 0.0500, -1.3377)
C (1.9294, 1.5101, 0.5830)
C (0.0960, -1.9217, -0.9740)
C (1.1140, 0.6461, 1.3220)
C (-0.7209, -2.1121, 0.1249)
C (0.9010, -0.7583, -0.6729)
C (-3.6359, 0.9444, 0.0552)
N (-0.4024, -1.2374, 1.1094)
N (-4.5978, 1.5312, -0.3020)
N (0.5734, -0.3622, 0.6980)
O (-2.7176, 0.3782, 0.4935)
H (2.8416, 1.9679, -1.2133)
H (1.9860, -0.4020, -2.3699)
H (2.5754, 2.2950, 0.9797)
H (0.1104, -2.5136, -1.8831)
H (0.5391, 0.8609, 2.2164)
H (-1.6094, -2.8282, 0.0231)
H (-1.0864, -1.2147, 1.8960)
H (-5.0464, 2.0087, -1.0364)

Computed properties:
charge	+1
HOMO-LUMO gap	9.24	eV
LUMO energy	-3.60	eV

Most stable one: b, least stable one: a.

a.
Computed, not measured: 2 unconnected molecules or ions with the total composition C9H10O3, with wB97M-V/def2-TZVPD.

Positions of all 22 atoms, in Å:
C (-0.8148, 2.7222, 0.5407)
C (0.2335, 0.8627, -0.4653)
C (1.5854, 0.8793, -0.3763)
C (2.3595, -0.2483, 0.0240)
C (1.8032, -1.4223, -0.0166)
C (0.4459, -1.6255, 0.0886)
C (-0.4190, -0.4490, -0.0367)
C (-1.9172, -0.5229, -0.0154)
C (-2.4229, -1.9902, -0.1357)
H (-1.2035, 2.3057, 1.6006)
H (-1.2713, 3.4690, 0.0059)
H (0.1651, 3.0995, 0.9335)
H (2.2573, 1.6510, -0.7682)
H (3.8499, 0.6927, -0.9113)
H (2.3680, -2.5602, -0.4067)
H (0.1085, -2.5547, 0.3680)
H (-2.0818, -2.4940, -0.9353)
H (-3.6005, -2.1159, 0.0762)
H (-2.0059, -2.3411, 0.9118)
O (-0.6249, 1.9826, -0.6809)
O (3.7084, 0.0829, 0.2499)
O (-2.5228, 0.5765, -0.0507)

Computed properties:
charge	0
HOMO-LUMO gap	8.55	eV
LUMO energy	-0.47	eV

b.
Computed, not measured: a single C9H10O3 molecule, with wB97M-V/def2-TZVPD.

Positions of all 22 atoms, in Å:
C (-1.4506, -2.2921, 2.5187)
C (-0.9205, -0.7907, 0.8580)
C (-1.0139, 0.6671, 0.6303)
C (-0.2134, 1.2951, -0.1666)
C (0.4451, 3.3864, -1.1539)
C (0.6715, 0.6059, -0.9038)
C (0.9775, -0.6869, -0.6988)
C (1.7552, -1.5052, -1.7608)
C (0.0349, -1.4064, 0.0840)
H (-1.3665, -3.1658, 1.6160)
H (-2.2550, -2.2802, 3.2880)
H (-0.4679, -2.4744, 3.0231)
H (-1.9158, 1.1008, 1.2147)
H (0.3260, 3.3637, -2.3104)
H (0.3379, 4.5017, -1.1720)
H (1.4024, 3.2612, -0.9523)
H (1.4349, 1.2558, -1.3807)
H (1.5119, -2.7104, -1.7783)
H (0.3365, -2.4965, 0.2003)
O (-1.7777, -1.0454, 1.7678)
O (-0.4659, 2.6598, -0.3377)
O (2.6134, -1.2434, -2.5858)

Computed properties:
charge	0
SMILES	COc1cc(C=O)cc(OC)c1
HOMO-LUMO gap	8.99	eV
LUMO energy	0.10	eV

c.
Computed, not measured: a molecular structure, C9H10O3, with wB97M-V/def2-TZVPD.

Positions of all 22 atoms, in Å:
C (0.0944, 0.4036, 2.9140)
C (-0.4146, -0.0633, 0.5125)
C (-0.0665, 1.1100, -0.3392)
C (-0.7466, 2.4249, -0.0044)
C (0.5235, 0.8428, -1.5802)
C (0.6481, -0.2478, -2.2481)
C (0.2621, -1.3040, -1.5349)
C (-0.0946, -1.3648, -0.1501)
C (-0.2641, -2.7903, 0.5000)
H (0.4143, 1.4449, 2.3489)
H (-0.4993, 0.4433, 3.8139)
H (0.8250, -0.3303, 3.0063)
H (-2.0547, 2.1008, 0.0797)
H (-0.9903, 2.8561, -0.9114)
H (-0.4197, 3.0240, 1.1037)
H (0.9786, 1.7816, -1.9061)
H (1.8144, -1.1884, -3.2982)
H (0.5300, -2.3226, -1.9524)
H (-1.0788, -2.7565, 1.4114)
O (-0.8322, 0.0799, 1.7835)
O (1.4106, -0.2757, -3.4264)
O (-0.0395, -3.8683, -0.1226)

Computed properties:
charge	0
HOMO-LUMO gap	8.52	eV
LUMO energy	-0.22	eV

Most stable one: b, least stable one: a.